Entry from OMol25: 14 unconnected molecules or ions with the total composition C16H50BO27 at a distorted geometry (ωB97M-V with the def2-TZVPD basis set).

```
94
Properties=species:S:1:pos:R:3:forces:R:3:mulliken_spin:R:1
O -9.120 10.870 -26.072 -0.86 -1.38 -2.08 0.0000
O -16.567 13.388 -20.346 0.30 -0.28 0.05 0.0042
O -16.503 19.456 -14.381 -0.24 -0.20 0.75 0.0004
O -13.920 19.368 -15.715 2.67 2.76 1.80 0.0008
O -10.206 16.485 -14.439 1.23 1.59 1.40 0.0000
O -16.058 9.972 -16.184 -0.31 -0.75 -0.01 -0.0011
O -16.280 15.515 -17.497 0.73 0.24 -0.49 0.1826
O -8.024 17.922 -19.956 0.44 0.29 0.02 0.0000
O -13.486 13.387 -17.591 4.23 -0.06 -2.78 0.0940
O -11.821 14.899 -18.673 0.36 0.36 -0.28 -0.0662
O -17.380 15.900 -20.258 -0.64 1.08 -0.74 0.0003
O -18.447 15.347 -14.421 -0.53 -0.09 0.09 -0.0005
O -9.449 13.148 -23.146 0.09 -1.77 -2.43 0.0001
O -12.148 11.004 -16.695 0.71 -0.74 0.21 0.0009
O -15.651 11.116 -21.563 1.61 0.18 0.72 -0.0001
O -20.330 13.669 -16.020 0.42 0.19 -0.35 0.0000
O -12.326 18.643 -20.153 1.28 0.45 -1.44 0.0003
O -14.338 20.307 -18.489 -0.06 0.59 -0.15 0.0001
O -15.174 12.900 -16.221 -0.32 -0.47 0.40 0.1536
O -14.241 15.403 -18.513 2.06 1.56 -1.96 0.0096
O -7.446 14.523 -18.684 0.65 -0.22 -0.28 0.0000
O -8.892 14.687 -16.213 -1.29 -0.20 1.56 -0.0001
O -14.435 15.308 -23.372 -0.19 0.19 -0.41 -0.0005
O -13.316 13.842 -20.017 0.59 -0.63 -3.16 -0.0131
O -10.119 15.279 -20.085 -1.72 -0.73 -0.25 -0.0001
O -14.497 12.772 -13.552 0.30 -0.26 1.17 0.0013
O -12.168 13.697 -21.990 0.01 0.98 1.10 0.0004
C -14.592 13.681 -16.998 -4.94 3.55 -0.45 0.3085
C -14.503 19.579 -19.704 0.31 -1.68 0.59 0.0012
C -19.231 15.738 -15.581 0.57 1.34 2.43 0.0010
C -10.082 14.330 -15.421 -1.55 0.73 -0.89 -0.0002
C -9.840 12.289 -24.319 0.08 1.83 0.98 0.0001
C -17.016 11.384 -21.509 -1.48 -0.13 -0.05 0.0002
C -14.697 18.276 -15.610 -3.07 -1.09 -1.25 -0.0010
C -11.251 14.863 -19.856 0.92 0.40 0.07 -0.0107
C -13.590 18.330 -19.695 -1.24 -0.49 1.08 0.0002
C -17.387 12.263 -20.277 0.00 -1.24 -0.65 -0.0005
C -8.663 11.583 -25.002 0.42 0.54 2.47 0.0000
C -19.317 14.597 -16.478 -0.42 -0.30 -0.89 0.0047
C -16.181 18.706 -15.545 -0.82 -0.10 -0.77 0.0015
C -15.163 14.965 -17.704 -1.86 -3.76 4.39 0.3777
C -10.990 15.595 -15.130 0.85 -1.66 -0.89 0.0069
C -12.299 14.114 -20.850 -0.37 -0.95 2.16 0.0003
B -13.233 14.401 -18.672 0.01 -0.48 1.22 -0.0608
H -13.959 19.882 -16.524 -0.61 -0.74 -0.50 0.0000
H -12.271 11.914 -16.963 -0.50 0.49 -0.16 0.0041
H -12.506 18.500 -21.085 1.26 0.35 -0.44 0.0000
H -13.026 10.625 -16.722 -0.31 0.22 -0.06 0.0004
H -10.623 11.593 -24.017 0.37 -0.52 0.26 0.0000
H -20.101 13.404 -15.126 0.25 -0.01 0.10 0.0001
H -14.216 20.215 -20.541 -0.18 -0.06 -0.23 0.0000
H -19.666 14.983 -17.436 0.10 -0.39 -0.22 -0.0012
H -15.482 10.390 -22.167 -0.03 0.18 0.06 0.0001
H -8.395 14.646 -18.689 -0.45 0.04 0.02 -0.0001
H -20.221 16.000 -15.208 -0.41 0.06 -0.20 0.0002
H -14.592 17.703 -14.689 0.90 0.21 0.06 -0.0070
H -15.775 13.022 -20.746 0.94 0.61 0.13 -0.0018
H -8.476 17.079 -19.999 -0.30 -0.50 -0.07 0.0000
H -11.248 16.133 -16.042 -0.68 -0.81 -0.45 -0.0030
H -17.058 16.055 -19.370 0.33 -0.18 0.81 -0.0011
H -13.972 17.500 -20.289 -0.61 0.08 -0.14 0.0043
H -13.609 14.911 -23.097 0.35 -0.39 0.17 0.0001
H -14.628 13.717 -13.630 -0.12 0.12 -0.32 0.0027
H -16.072 20.313 -14.357 0.34 -0.18 -0.40 0.0000
H -16.073 10.916 -16.026 0.27 0.89 -0.24 0.0012
H -18.598 16.073 -13.811 0.33 -0.11 0.36 0.0000
H -9.559 16.735 -15.102 0.41 0.32 0.23 -0.0001
H -16.908 17.896 -15.605 0.52 -0.65 0.64 -0.0030
H -18.428 12.584 -20.243 -0.10 -0.04 -0.54 0.0002
H -18.749 16.666 -15.891 -0.08 -0.26 -1.11 0.0010
H -16.563 19.261 -16.401 0.83 0.52 -0.54 -0.0015
H -7.100 15.340 -18.326 -0.04 0.19 0.09 0.0000
H -18.308 14.195 -16.569 -0.07 -0.43 -0.23 -0.0037
H -11.861 15.357 -14.519 -0.02 -0.24 -0.26 0.0033
H -17.268 11.675 -19.367 0.51 0.02 0.26 0.0012
H -15.127 12.391 -14.163 0.02 0.25 -0.69 -0.0009
H -7.854 12.206 -25.384 -0.24 0.62 0.38 0.0000
H -8.231 10.948 -24.229 0.34 -0.21 0.00 0.0000
H -9.762 13.869 -14.487 -0.08 0.16 0.14 -0.0010
H -17.245 11.936 -22.421 -0.62 0.10 -0.10 0.0001
H -10.264 13.268 -22.652 -0.38 0.27 0.25 0.0001
H -13.609 20.904 -18.671 0.13 0.09 0.28 0.0000
H -17.491 10.403 -21.504 -0.84 0.17 0.12 0.0000
H -15.536 19.243 -19.792 -0.09 0.28 0.11 0.0000
H -9.198 9.930 -25.894 -0.04 0.17 0.21 0.0000
H -13.421 17.859 -18.727 -0.73 0.45 0.40 -0.0078
H -8.715 18.555 -19.761 -0.25 0.06 0.05 0.0000
H -14.488 17.659 -16.485 -0.58 -0.74 0.14 0.0139
H -14.596 15.998 -22.728 -0.22 0.08 0.26 0.0003
H -15.306 9.657 -15.683 0.17 0.03 0.11 -0.0003
H -10.356 12.872 -25.082 0.14 0.54 -0.06 0.0000
H -17.079 15.017 -20.472 0.21 -0.42 0.10 0.0012
H -8.241 14.529 -15.526 0.69 0.21 -0.57 0.0001
H -10.689 13.602 -15.957 0.21 -0.08 -0.22 0.0021
```
Forces are in eV/Å.

Summary:
2S+1 = 2
⟨S²⟩ = 0.753
HOMO-LUMO gap (spin up / spin down) = 2.92 / 6.92 eV
energy = -73364.4211 eV
net charge = -2

=====

Entry from OMol25: a molecular structure, C14H14BF9N6OPd at a distorted geometry (ωB97M-V with the def2-TZVPD basis set).

```
46
Properties=species:S:1:pos:R:3:forces:R:3:mulliken_spin:R:1
Pd -1.050 -0.449 -0.085 1.17 0.12 2.97 1.1555
F -0.755 -0.524 5.387 -0.50 -0.22 -0.90 -0.0001
F -1.025 2.238 4.001 0.87 -0.46 -0.10 -0.0006
F 0.892 2.386 2.964 -0.54 -0.55 0.69 0.0000
F 1.772 -0.825 4.324 -0.13 0.01 -0.98 0.0002
F -1.126 -1.943 3.753 -0.07 0.72 0.30 0.0002
F 1.150 -1.796 2.460 0.16 0.74 0.39 0.0009
F 0.811 1.514 4.979 -0.53 0.34 -0.99 0.0003
F -2.349 -0.144 3.919 0.81 -0.40 0.21 -0.0015
F 2.212 0.111 2.376 -0.70 -0.58 0.61 0.0000
O -0.635 0.332 1.915 -0.48 -0.14 -1.12 -0.0988
N -1.390 -0.558 -1.999 -1.48 -1.09 -2.84 -0.1668
N 0.490 1.774 -1.749 -1.05 0.78 0.89 0.0396
N -0.207 1.501 -0.585 1.81 2.00 -0.69 -0.0617
N -0.671 -0.020 -3.065 -1.36 -0.03 0.69 0.0871
N 1.535 -0.404 -2.108 0.45 -0.53 0.65 0.0037
N 1.083 -0.916 -0.908 0.76 -0.29 -0.94 0.1463
C 2.946 -2.015 -1.529 -0.52 0.62 -0.16 0.0056
C 0.825 3.080 -1.733 -0.16 0.03 0.08 0.0221
C -0.281 2.623 0.155 0.59 -0.27 -1.38 -0.0081
C -0.095 0.166 3.117 -0.09 -0.27 0.62 0.0024
C 1.285 -0.592 3.078 0.24 -0.07 0.07 0.0097
C -1.096 -0.624 4.073 0.15 0.10 0.18 -0.0055
C -1.408 -0.131 -4.197 -0.54 -0.74 1.82 0.0114
C 2.673 -1.035 -2.488 -0.67 -0.44 1.06 0.0036
C -1.195 -2.414 0.524 -0.37 -0.71 -0.27 0.2685
C 0.356 3.648 -0.551 0.15 0.24 -0.09 -0.0102
C -2.600 -0.796 -3.871 0.46 0.20 0.06 0.0267
C 1.913 -1.899 -0.566 0.61 0.21 -1.01 -0.0059
C 0.155 1.598 3.791 0.14 0.08 -0.08 -0.0028
C -2.549 -1.059 -2.496 1.73 1.31 -0.98 0.0379
B 0.703 0.679 -2.832 -0.05 -0.41 1.60 -0.0584
H -0.219 -2.896 0.573 -0.30 0.09 0.13 0.0050
H -3.401 -1.042 -4.538 -0.12 -0.06 -0.15 0.0006
H 1.358 3.520 -2.580 -0.21 -0.19 0.45 0.0013
H 3.761 -2.711 -1.529 0.15 -0.08 0.04 0.0022
H -1.834 1.051 -0.243 -0.83 -0.01 -0.15 0.5709
H 1.761 -2.506 0.313 0.03 0.27 -0.05 0.0021
H 3.189 -0.740 -3.395 -0.13 -0.11 0.20 -0.0014
H -1.744 -2.443 1.481 0.51 0.38 -0.30 -0.0080
H -0.779 2.623 1.116 0.09 -0.08 -0.29 0.0145
H -1.040 0.270 -5.120 0.09 -0.01 -0.17 -0.0001
H 0.437 4.679 -0.239 0.12 -0.13 -0.08 0.0019
H -1.821 -2.899 -0.227 0.15 -0.07 -0.18 -0.0022
H -3.266 -1.506 -1.846 -0.27 -0.24 0.24 0.0115
H 1.228 1.097 -3.820 -0.16 -0.05 -0.06 0.0006
```
Forces are in eV/Å.

Summary:
2S+1 = 3
relative energy (zero: lowest compared OMol25 entry of this formula, charge and spin) = 87.4 kJ/mol
⟨S²⟩ = 2.017
HOMO-LUMO gap (spin up / spin down) = 6.25 / 6.87 eV
energy = -54343.5651 eV
net charge = 0

=====

Entry from OMol25: 2 unconnected molecules or ions with the total composition C8H22N3 at a distorted geometry (ωB97M-V with the def2-TZVPD basis set).

```
33
Properties=species:S:1:pos:R:3:forces:R:3:nbo_charge:R:1
N -0.874 0.298 1.581 0.69 0.88 -1.16 -0.3501
N -1.235 1.634 -0.227 2.65 1.05 0.56 -0.5784
N 2.249 -1.768 -1.046 1.97 1.57 -3.41 -0.6980
C 0.902 -1.128 -0.820 -0.85 0.42 0.69 -0.3018
C 0.381 -0.387 -2.087 -2.88 -3.77 1.03 -0.6470
C -0.662 2.662 -1.157 -2.83 1.94 1.93 -0.4282
C 0.120 -2.393 -0.529 -1.58 0.77 1.16 -0.6789
C 0.955 1.851 0.949 -0.73 1.10 -1.58 -0.7058
C -0.084 -0.443 2.529 3.60 -0.78 -4.45 -0.4029
C -0.398 1.258 0.778 -1.43 -1.35 -1.04 0.6418
C -2.241 -0.132 1.404 0.84 -1.12 -1.43 -0.4367
H 2.524 -1.946 -2.089 -1.20 -0.94 1.40 0.3753
H 1.124 0.119 -2.501 3.41 2.64 -1.82 0.1971
H -1.840 0.873 -0.537 0.07 0.90 -0.27 0.4258
H -2.485 -0.937 1.999 0.35 -2.21 1.45 0.2380
H -0.128 -2.854 -1.457 0.38 -1.56 -1.02 0.1914
H 3.082 -1.197 -0.905 -0.33 0.46 1.08 0.4083
H -2.641 -0.471 0.435 0.62 0.62 -0.05 0.2119
H 0.017 -1.072 -2.947 0.38 0.39 1.09 0.1713
H 1.332 2.609 0.163 -0.91 -1.41 1.69 0.2639
H -0.636 -0.616 3.329 -2.87 -1.75 3.32 0.2106
H -1.270 2.676 -1.997 -1.24 -0.17 -1.70 0.2277
H 0.311 2.554 -1.506 1.75 -0.75 -0.17 0.2090
H 0.935 2.193 1.932 0.23 1.62 1.73 0.2481
H 0.670 0.181 2.978 0.82 0.18 -0.46 0.2159
H 0.381 -1.387 1.920 -1.00 2.16 1.91 0.2348
H 1.596 1.039 1.049 1.37 -1.52 -0.47 0.2754
H -2.789 0.573 1.866 -2.52 2.91 0.68 0.2248
H 0.566 -3.044 0.276 -0.40 0.35 -1.06 0.1961
H -0.459 0.316 -1.951 0.56 -0.59 0.24 0.1961
H -0.928 -2.219 -0.207 0.50 0.38 0.41 0.2072
H 2.333 -2.587 -0.466 0.18 -0.46 -0.13 0.4300
H -0.809 3.742 -0.758 0.41 -1.96 -0.16 0.2272
```
Forces are in eV/Å.

Summary:
relative energy (zero: lowest compared OMol25 entry of this formula, charge and spin) = 597.4 kJ/mol
HOMO-LUMO gap = 7.40 eV
energy = -13112.1706 eV
net charge = +1

=====

Entry from OMol25: 2 unconnected molecules or ions with the total composition C3H10N3 at a distorted geometry (ωB97M-V with the def2-TZVPD basis set).

```
16
Properties=species:S:1:pos:R:3:forces:R:3:mulliken_spin:R:1
N -0.393 -2.421 -2.021 -0.48 1.37 1.29 0.0000
N 1.150 2.077 1.959 -3.32 -0.92 -0.14 0.4416
N -0.168 -1.505 0.133 0.05 -0.83 -0.64 0.0046
C -0.536 -1.438 -1.123 0.89 -0.61 -2.36 -0.0035
C 0.010 1.973 1.180 0.95 2.11 2.21 0.1037
C -0.100 1.435 -0.056 -0.40 -0.14 -2.31 0.4273
H 0.238 -2.395 0.425 -0.14 0.51 0.59 -0.0012
H -0.131 -0.671 0.701 -0.18 -0.59 0.13 0.0039
H -0.849 2.564 1.523 0.44 0.04 -0.01 0.0175
H -0.034 -3.352 -1.850 -0.06 0.02 0.28 0.0001
H 1.004 2.626 2.814 0.30 0.16 -0.32 -0.0133
H -0.816 -0.471 -1.591 -0.25 -0.85 0.70 -0.0056
H 1.620 1.211 2.175 1.21 -0.09 -0.52 -0.0063
H -0.697 -2.232 -2.962 -0.07 -0.05 -0.21 0.0002
H -1.012 1.587 -0.683 0.53 -0.09 1.07 0.0202
H 0.714 1.014 -0.624 0.52 -0.04 0.25 0.0108
```
Forces are in eV/Å.

Summary:
2S+1 = 2
relative energy (zero: lowest compared OMol25 entry of this formula, charge and spin) = 61.2 kJ/mol
⟨S²⟩ = 0.773
HOMO-LUMO gap (spin up / spin down) = 11.58 / 7.55 eV
energy = -7724.3618 eV
net charge = +2

=====

Entry from OMol25: 2 unconnected molecules or ions with the total composition C2H6FN at a distorted geometry (ωB97M-V with the def2-TZVPD basis set).

```
10
Properties=species:S:1:pos:R:3:forces:R:3:nbo_charge:R:1
F -1.931 -0.392 1.018 1.93 0.60 -1.72 -0.4407
N -0.567 0.113 -0.413 -2.50 0.13 -0.27 0.0389
C 0.195 -1.050 -0.540 0.69 -1.43 0.49 -0.5017
C 0.140 1.118 0.289 -1.86 1.62 0.64 -0.5093
H -0.017 -1.713 0.332 0.16 0.27 -0.58 0.2769
H 0.412 0.609 1.241 0.18 1.33 -0.10 0.2359
H -0.521 2.050 0.262 0.57 -1.39 1.22 0.2351
H 0.116 -1.620 -1.488 -0.56 0.51 0.57 0.2279
H 1.200 -0.669 -0.432 0.88 -0.67 0.00 0.1971
H 0.971 1.555 -0.268 0.52 -0.98 -0.25 0.2398
```
Forces are in eV/Å.

Summary:
relative energy (zero: lowest compared OMol25 entry of this formula, charge and spin) = 411.7 kJ/mol
HOMO-LUMO gap (spin up / spin down) = 9.31 / 8.87 eV
energy = -6374.3907 eV
net charge = 0